Entry 1:
Computed, not measured: a 16-piece molecular cluster, C64H144F16N16O32S16 overall in a non-equilibrium geometry, with the ωB97M-V functional and the def2-TZVPD basis.

* ΔE to the lowest compared entry with this formula, charge and spin: 233.90 kcal/mol
* lowest unoccupied orbital energy: -0.8061 eV
* electronic energy: -374871.494 eV

Atoms and positions in Å:
1 C 10.99990 -9.73194 15.60569
2 C 11.76886 -8.66287 16.44591
3 C 13.37130 -8.74888 16.45321
4 N 14.09090 -8.08361 17.75590
5 C 13.47739 -6.70091 18.01237
6 C 13.82922 -8.83749 19.11808
7 C 15.04042 -8.35384 19.96694
8 C 16.08674 -7.70248 19.03097
9 C 15.57929 -7.97949 17.59855
10 H 9.98083 -9.90588 15.95115
11 H 11.60918 -10.61445 15.80076
12 H 11.05691 -9.49822 14.54257
13 H 11.35981 -8.53973 17.44872
14 H 11.56544 -7.66388 16.06024
15 H 13.89282 -8.40249 15.56094
16 H 13.80395 -9.72326 16.68016
17 H 13.47858 -6.06841 17.12465
18 H 14.06082 -6.05268 18.66620
19 H 12.43929 -6.79831 18.33012
20 H 12.88132 -8.65698 19.62503
21 H 14.10750 -9.88714 19.02371
22 H 14.74938 -7.66448 20.75951
23 H 15.53943 -9.22113 20.39927
24 H 16.23620 -6.63248 19.17537
25 H 17.04513 -8.21896 18.97772
26 H 15.60484 -7.11380 16.93671
27 H 15.92720 -8.92694 17.18698
28 C 7.59951 -11.47612 4.89161
29 C 9.00207 -12.12227 5.16791
30 C 9.21010 -12.57269 6.67060
31 N 10.61441 -13.24997 6.88212
32 C 11.03444 -14.31200 5.80145
33 C 10.64861 -13.94341 8.22713
34 C 11.26623 -12.96682 9.27346
35 C 12.45312 -12.49505 8.44237
36 C 11.78986 -12.22737 7.12386
37 H 7.64649 -11.27092 3.82213
38 H 7.62190 -10.55085 5.46734
39 H 6.70240 -12.08830 4.98396
40 H 9.84259 -11.49082 4.87999
41 H 9.09609 -12.88797 4.39787
42 H 8.54276 -13.41657 6.84555
43 H 9.06210 -11.92185 7.53234
44 H 11.82823 -14.98708 6.12125
45 H 11.11637 -13.96887 4.77011
46 H 10.16652 -14.97077 5.83017
47 H 11.19429 -14.88412 8.30064
48 H 9.61465 -14.04736 8.55610
49 H 11.68872 -13.53121 10.10477
50 H 10.59996 -12.15937 9.57709
51 H 13.16449 -13.31583 8.35091
52 H 13.03341 -11.66186 8.83879
53 H 12.47443 -12.28932 6.27791
54 H 11.39929 -11.21431 7.02763
55 C 2.62505 -16.29025 19.63836
56 C 2.80917 -14.75765 19.85922
57 C 2.62945 -13.97029 18.55811
58 N 2.73622 -12.45424 18.73919
59 C 3.75087 -11.93776 19.71958
60 C 1.40331 -11.86475 19.06432
61 C 1.32807 -10.40785 18.46870
62 C 2.49879 -10.31566 17.51551
63 C 3.05795 -11.78066 17.30958
64 H 1.55869 -16.42580 19.45772
65 H 2.77794 -17.02376 20.42999
66 H 3.08981 -16.49204 18.67328
67 H 3.76256 -14.47575 20.30606
68 H 2.10141 -14.64250 20.68015
69 H 1.74198 -14.34440 18.04766
70 H 3.31455 -14.11737 17.72320
71 H 4.71509 -12.37628 19.46256
72 H 3.35145 -12.25536 20.68275
73 H 3.75975 -10.84809 19.69451
74 H 1.35573 -11.81338 20.15207
75 H 0.58679 -12.46975 18.67012
76 H 1.41166 -9.62593 19.22349
77 H 0.36861 -10.31879 17.95920
78 H 3.24668 -9.69781 18.01252
79 H 2.15937 -9.87204 16.57951
80 H 4.13349 -11.77971 17.13266
81 H 2.55276 -12.46364 16.62662
82 C 9.58431 -21.82491 16.82428
83 C 10.15856 -20.39957 16.45032
84 C 10.09717 -19.24127 17.56536
85 N 11.11490 -18.01765 17.32861
86 C 12.52808 -18.43009 17.51842
87 C 10.94791 -17.46031 15.88172
88 C 11.31282 -15.98539 16.01149
89 C 11.17242 -15.65138 17.53154
90 C 10.62168 -16.90738 18.27870
91 H 8.56610 -21.65058 17.17205
92 H 10.13124 -22.21505 17.68263
93 H 9.45316 -22.58611 16.05521
94 H 9.57885 -20.06458 15.59019
95 H 11.15889 -20.70455 16.14302
96 H 10.35659 -19.57990 18.56842
97 H 9.18996 -18.63707 17.56413
98 H 13.10755 -17.50726 17.49222
99 H 12.77550 -19.14102 16.73009
100 H 12.64617 -18.99787 18.44134
101 H 11.38458 -18.05569 15.07988
102 H 9.86143 -17.39509 15.82331
103 H 12.20381 -15.65595 15.47696
104 H 10.51289 -15.50755 15.44591
105 H 12.20762 -15.33998 17.67118
106 H 10.48146 -14.81087 17.46653
107 H 11.21496 -17.26051 19.12215
108 H 9.54498 -16.81464 18.42093
109 C 18.37292 0.72806 22.72485
110 C 19.09619 0.03954 21.69817
111 C 19.29625 0.83394 20.38255
112 N 19.94399 0.00511 19.26057
113 C 21.42663 -0.19876 19.65590
114 C 19.80336 0.69620 17.84870
115 C 19.90749 -0.49198 16.81313
116 C 19.78200 -1.79946 17.64142
117 C 19.33364 -1.43791 19.05974
118 H 17.33510 0.55592 22.43955
119 H 18.41932 1.81048 22.84448
120 H 18.47827 0.39279 23.75664
121 H 18.61444 -0.91752 21.49802
122 H 20.03436 -0.32475 22.11676
123 H 19.93709 1.69818 20.55725
124 H 18.27349 1.15806 20.19014
125 H 21.65790 -1.13848 20.15745
126 H 22.04593 0.55115 20.14804
127 H 21.94087 -0.21642 18.69499
128 H 20.55413 1.44646 17.60062
129 H 18.89981 1.29237 17.72109
130 H 20.81309 -0.54060 16.20847
131 H 19.06509 -0.63089 16.13551
132 H 20.73443 -2.32780 17.59863
133 H 19.11487 -2.49019 17.12574
134 H 19.74019 -2.04785 19.86646
135 H 18.25271 -1.30146 19.02717
136 C 22.46720 -11.20091 22.20656
137 C 23.96716 -11.37115 22.80817
138 C 24.09062 -11.93741 24.27023
139 N 25.18725 -11.49240 25.24658
140 C 26.58428 -11.74547 24.69469
141 C 24.88618 -10.04961 25.64557
142 C 23.87176 -10.03495 26.78220
143 C 24.17977 -11.30331 27.49715
144 C 25.01683 -12.24039 26.62153
145 H 22.02945 -12.14395 22.53389
146 H 22.36589 -10.98940 21.14208
147 H 21.85009 -10.46684 22.72463
148 H 24.45091 -10.40108 22.69398
149 H 24.40016 -12.12006 22.14503
150 H 24.24715 -13.01598 24.25273
151 H 23.11038 -11.71711 24.69296
152 H 27.23380 -11.63546 25.56309
153 H 26.77833 -11.02228 23.90258
154 H 26.65483 -12.76771 24.32301
155 H 25.76711 -9.70848 26.18935
156 H 24.82959 -9.55998 24.67337
157 H 24.00683 -9.08208 27.29397
158 H 22.91297 -10.26724 26.31866
159 H 24.77236 -11.13373 28.39613
160 H 23.29037 -11.82123 27.85607
161 H 25.95437 -12.59573 27.04916
162 H 24.35654 -13.09884 26.49839
163 C 8.59412 -0.95086 10.63584
164 C 8.20249 -2.13635 11.60496
165 C 8.29803 -1.68165 13.17708
166 N 7.66815 -2.79522 14.00013
167 C 8.35952 -4.18225 13.70567
168 C 6.12003 -2.95863 14.02083
169 C 5.70361 -1.86536 15.01777
170 C 6.53019 -2.09221 16.18926
171 C 7.90496 -2.30584 15.53407
172 H 7.94616 -0.96845 9.75952
173 H 9.62566 -0.89545 10.28806
174 H 8.37256 0.01374 11.09252
175 H 9.01638 -2.85590 11.51587
176 H 7.24480 -2.62927 11.43777
177 H 7.92925 -0.66798 13.33385
178 H 9.30957 -1.62452 13.57911
179 H 9.44634 -4.14401 13.77960
180 H 7.90143 -4.37702 12.73597
181 H 7.78930 -4.82697 14.37446
182 H 5.64671 -3.83873 14.45614
183 H 5.58827 -2.85794 13.07469
184 H 4.61872 -1.86171 15.12309
185 H 6.02377 -0.86423 14.72911
186 H 6.06795 -2.87216 16.79432
187 H 6.51100 -1.27113 16.90589
188 H 8.63449 -2.97196 15.99468
189 H 8.53035 -1.41583 15.60380
190 C 11.75489 -8.85481 31.49161
191 C 11.07135 -9.36247 30.23466
192 C 11.89604 -8.99349 28.95581
193 N 11.25982 -9.09150 27.60080
194 C 9.95942 -8.28346 27.37294
195 C 11.15773 -10.56293 27.31762
196 C 11.63556 -10.79008 25.89636
197 C 12.69672 -9.74223 25.56505
198 C 12.32499 -8.61939 26.56765
199 H 11.64725 -9.74851 32.10627
200 H 11.32588 -8.06752 32.11147
201 H 12.79808 -8.57850 31.33832
202 H 10.05175 -8.98347 30.30442
203 H 11.02279 -10.45024 30.28456
204 H 12.84517 -9.52535 28.88964
205 H 12.20380 -7.95087 28.87621
206 H 9.93777 -8.09229 26.30006
207 H 9.92589 -7.36464 27.95839
208 H 9.22253 -9.01750 27.69892
209 H 10.17407 -10.91448 27.62895
210 H 11.76761 -11.15023 28.00407
211 H 10.86384 -10.81979 25.12716
212 H 11.94325 -11.83471 25.94299
213 H 12.60013 -9.45035 24.51931
214 H 13.63752 -10.21336 25.84971
215 H 11.99955 -7.65831 26.16950
216 H 13.21463 -8.25440 27.08089
217 N 15.51722 -7.03805 9.05038
218 S 14.22839 -6.39243 9.45829
219 O 14.09611 -4.96357 9.22488
220 O 13.25786 -7.00454 10.40637
221 F 13.45002 -7.01410 8.14859
222 S 16.30053 -6.50536 10.47358
223 O 15.94641 -7.07511 11.71637
224 O 16.65881 -5.10009 10.53076
225 F 17.82534 -7.07495 10.25867
226 N 23.94243 -4.08308 21.86791
227 S 24.75522 -4.53509 20.72600
228 O 24.39041 -3.89423 19.43623
229 O 25.11547 -5.95609 20.64061
230 F 26.20705 -3.88749 21.20598
231 S 22.86214 -5.23240 21.92776
232 O 22.98995 -6.16451 23.06844
233 O 22.26944 -5.87725 20.83421
234 F 21.76807 -4.30465 22.48910
235 N 16.59005 -4.95198 27.23659
236 S 17.20032 -4.24720 25.85225
237 O 18.12223 -3.16409 25.99012
238 O 16.28151 -4.10482 24.73141
239 F 18.14184 -5.48125 25.48702
240 S 15.57279 -3.82993 27.37394
241 O 14.22470 -4.38778 27.18527
242 O 15.72891 -2.44306 27.16589
243 F 15.51478 -3.89139 28.93314
244 N 5.05825 -6.20034 10.65531
245 S 3.41313 -6.19045 10.63741
246 O 2.77070 -6.20004 11.99413
247 O 2.83188 -6.71573 9.42287
248 F 3.28980 -4.69566 10.18295
249 S 5.22020 -7.50834 11.28172
250 O 4.50103 -8.73107 10.78918
251 O 5.39621 -7.60808 12.71171
252 F 6.64513 -7.95768 10.60130
253 N 16.28485 -12.99749 16.94272
254 S 17.27030 -13.88735 17.61800
255 O 18.69405 -13.59044 17.73773
256 O 16.93197 -15.31061 17.65637
257 F 16.74635 -13.50861 19.13968
258 S 16.78013 -13.55559 15.33823
259 O 16.46050 -14.96451 15.00824
260 O 18.02627 -13.10870 14.72660
261 F 15.71856 -12.66259 14.55631
262 N 12.93147 -1.65760 15.77738
263 S 13.69954 -0.38390 16.52395
264 O 14.21966 0.73758 15.78107
265 O 14.47040 -0.68736 17.76109
266 F 12.41357 0.38217 17.11228
267 S 13.95258 -1.76911 14.66289
268 O 15.27882 -2.17992 15.02901
269 O 13.82357 -0.96994 13.42639
270 F 13.49424 -3.25003 14.31939
271 N 4.11591 -15.25192 13.08294
272 S 5.46542 -14.76257 12.45106
273 O 5.35339 -14.18182 11.12476
274 O 6.81080 -15.33635 12.77849
275 F 5.48432 -13.38878 13.32204
276 S 4.79037 -16.69265 13.84051
277 O 5.56337 -16.56338 15.09859
278 O 5.01950 -17.82237 12.89068
279 F 3.38455 -17.20180 14.46180
280 N 6.60257 -7.68239 21.32073
281 S 7.01800 -6.86368 20.10818
282 O 7.50125 -7.60011 19.00702
283 O 7.69651 -5.57866 20.33523
284 F 5.58714 -6.53740 19.59212
285 S 8.04949 -8.58392 21.51267
286 O 9.20570 -7.78490 21.97336
287 O 8.28017 -9.90952 20.96547
288 F 7.65189 -9.17099 23.08491

---

Entry 2:
Computed, not measured: an isolated molecule of C11H16N2O3S2, with the ωB97M-V functional and the def2-TZVPD basis.

* ΔE to the lowest compared entry with this formula, charge and spin: 0.00 kcal/mol
* lowest unoccupied orbital energy: 0.0235 eV
* electronic energy: -42459.888 eV

Atoms and positions in Å:
1 C -0.35388 0.22548 3.47483
2 C 0.48695 -0.59924 2.50699
3 C 1.96575 -0.24797 2.72602
4 C 2.88509 -0.97661 1.75554
5 C 2.44290 -0.64868 0.33661
6 C 0.98108 -1.03949 0.17381
7 N 0.13018 -0.32120 1.11257
8 S -1.46367 -0.62075 0.63435
9 O -1.64378 -2.00245 0.29468
10 O -2.40204 -0.02753 1.53788
11 C -1.51057 0.36168 -0.86017
12 C -1.52838 1.71939 -0.79909
13 S -1.61108 2.42418 -2.35417
14 C -1.62451 0.86012 -3.11367
15 C -1.67721 0.65256 -4.57661
16 N -1.84002 1.77287 -5.31841
17 O -1.57418 -0.45106 -5.06599
18 C -1.56808 -0.13498 -2.17641
19 H -1.40027 -0.05122 3.42802
20 H -0.26832 1.28063 3.22721
21 H 0.01103 0.07002 4.48765
22 H 0.33845 -1.67306 2.71027
23 H 2.08533 0.82893 2.59297
24 H 2.22868 -0.49694 3.75517
25 H 3.92031 -0.67127 1.91706
26 H 2.81890 -2.05435 1.91963
27 H 2.55323 0.42148 0.15384
28 H 3.04107 -1.19037 -0.39702
29 H 0.86464 -2.12336 0.31509
30 H 0.63169 -0.79416 -0.83075
31 H -1.50629 2.32866 0.08118
32 H -1.94512 2.68351 -4.90862
33 H -1.89064 1.67623 -6.31857
34 H -1.57723 -1.18108 -2.42189

---

Entry 3:
Computed, not measured: an isolated ion of composition C7H10N3O2S and charge +1 in a non-equilibrium geometry, with the ωB97M-V functional and the def2-TZVPD basis.

* ΔE to the lowest compared entry with this formula, charge and spin: 12.35 kcal/mol
* charge: +1
* lowest unoccupied orbital energy (spin up / spin down): -4.7867 / -4.7807 eV
* electronic energy: -26812.731 eV

Atoms and positions in Å:
1 C 2.25812 -1.60803 -0.39045
2 C 1.11916 -0.95147 -0.20769
3 C -0.40581 0.90642 0.16996
4 C -3.90676 0.33355 -0.51144
5 C 3.65282 -1.06456 -0.16018
6 C 1.90445 1.16404 0.42034
7 C -1.62279 0.22036 0.28839
8 N 0.86881 0.38661 0.25690
9 N -2.70036 0.93359 -0.24805
10 N -1.84402 -0.92749 0.92115
11 O -0.49817 2.30878 0.03031
12 O -4.25427 -0.75545 -0.22458
13 S 3.55912 0.80084 -0.05911
14 H 2.08608 -2.58049 -0.87706
15 H 0.15015 -1.53787 -0.44014
16 H -4.66019 1.10961 -0.91472
17 H 4.19650 -1.51810 0.68377
18 H 4.25633 -1.25027 -1.11634
19 H 1.87491 2.16819 0.87409
20 H -2.54724 1.96538 -0.49209
21 H 0.34844 2.69445 0.13680
22 H -2.80933 -1.29943 0.70910
23 H -1.02596 -1.49864 1.15106

---

> Among the records above, which one has the lowest electronic energy?

C64H144F16N16O32S16

---

> Look up the electronic energy of the first one.

-374871.494 eV

---

> What is the ΔE to the lowest compared entry with this formula, charge and spin in the second record?

0.00 kcal/mol